The following is a DFT calculation (the ωB97M-V functional and the def2-TZVPD basis) of a 24-piece molecular cluster, C24H96N48O24 overall.

Geometry as XYZ:
```
192
C24H96N48O24 the ωB97M-V functional and the def2-TZVPD basis
C 4.964 -2.492 4.680
O 5.449 -1.614 5.333
N 4.999 -3.860 4.977
N 4.272 -2.255 3.549
H 5.257 -4.047 5.945
H 4.369 -4.488 4.531
H 4.267 -3.049 2.941
H 4.466 -1.301 3.209
C -4.367 -1.184 -0.146
O -4.057 -1.996 0.706
N -4.653 0.062 0.260
N -4.452 -1.434 -1.516
H -5.031 0.754 -0.412
H -4.667 0.216 1.272
H -3.677 -2.037 -1.785
H -4.535 -0.534 -1.943
C 3.880 -0.646 -3.561
O 4.846 -0.089 -3.011
N 3.885 -1.949 -3.864
N 2.727 0.084 -3.729
H 4.683 -2.503 -3.716
H 3.153 -2.370 -4.387
H 2.794 1.014 -4.027
H 1.887 -0.407 -3.996
C 1.502 6.168 3.703
O 0.680 6.576 2.890
N 1.447 6.280 5.092
N 2.586 5.473 3.269
H 2.180 5.989 5.759
H 0.755 6.979 5.401
H 3.292 5.251 3.963
H 2.879 5.348 2.296
C -2.529 4.682 3.798
O -2.169 3.875 4.674
N -2.026 5.920 3.686
N -3.351 4.250 2.873
H -1.923 6.289 2.766
H -1.255 6.132 4.244
H -3.449 3.252 2.703
H -3.528 4.715 2.018
C -2.175 1.053 3.127
O -3.273 1.381 2.752
N -1.128 0.735 2.324
N -1.882 0.953 4.503
H -0.162 0.862 2.664
H -1.239 0.936 1.339
H -2.233 1.748 5.040
H -0.845 0.860 4.556
C -1.513 6.085 -0.277
O -1.827 7.147 0.166
N -1.991 5.629 -1.466
N -0.754 5.131 0.362
H -2.227 4.656 -1.550
H -2.692 6.234 -1.922
H -0.333 4.391 -0.177
H -0.403 5.582 1.194
C 2.882 1.062 2.775
O 2.082 0.949 1.821
N 2.885 0.274 3.831
N 3.906 1.955 2.708
H 3.357 0.577 4.635
H 2.159 -0.436 4.047
H 4.055 2.498 1.879
H 4.690 1.840 3.362
C 2.181 -2.255 7.587
O 1.535 -3.283 7.300
N 1.951 -1.016 6.974
N 3.010 -2.225 8.607
H 1.501 -1.074 6.052
H 2.663 -0.321 6.820
H 3.211 -2.969 9.294
H 3.233 -1.273 8.909
C 4.161 2.903 -0.600
O 4.290 3.686 0.317
N 5.168 2.759 -1.526
N 3.081 2.081 -0.859
H 6.120 3.085 -1.361
H 5.134 1.946 -2.142
H 3.190 1.255 -1.454
H 2.412 2.000 -0.128
C -4.906 -3.598 3.708
O -3.704 -3.687 3.828
N -5.660 -3.855 4.777
N -5.559 -3.148 2.620
H -6.598 -4.241 4.653
H -5.121 -4.250 5.533
H -6.520 -2.862 2.830
H -5.051 -2.555 1.937
C 2.671 -5.080 2.127
O 3.889 -4.841 2.350
N 1.616 -4.447 2.753
N 2.374 -6.078 1.216
H 1.854 -3.598 3.205
H 0.792 -4.946 3.114
H 3.043 -6.486 0.617
H 1.329 -6.217 0.900
C -3.471 -3.906 -5.176
O -2.554 -3.103 -4.856
N -4.541 -3.519 -6.010
N -3.486 -5.205 -4.786
H -4.761 -2.540 -6.024
H -5.350 -4.083 -6.140
H -4.299 -5.770 -5.016
H -2.857 -5.507 -4.069
C 1.045 2.560 6.011
O 2.067 2.032 6.423
N 0.914 2.863 4.657
N -0.108 2.707 6.789
H 0.148 3.481 4.357
H 1.712 3.230 4.224
H -0.675 3.462 6.480
H -0.219 2.260 7.667
C -3.494 2.135 -2.838
O -4.488 1.366 -2.747
N -3.203 2.838 -3.929
N -2.661 2.490 -1.724
H -3.637 2.577 -4.775
H -2.251 3.223 -3.948
H -2.872 2.030 -0.840
H -1.603 2.245 -1.856
C 3.559 -2.017 0.438
O 2.371 -2.139 0.813
N 4.494 -3.054 0.424
N 4.094 -0.766 0.015
H 5.360 -2.698 0.824
H 4.141 -3.889 0.851
H 5.094 -0.733 -0.097
H 3.637 0.051 0.469
C -0.350 -2.415 4.276
O 0.483 -1.511 4.430
N -0.354 -3.455 5.117
N -1.211 -2.384 3.145
H 0.329 -3.647 5.883
H -1.134 -4.064 5.269
H -1.013 -1.481 2.707
H -2.186 -2.780 3.381
C -0.761 2.693 -9.491
O -0.359 3.143 -10.611
N -0.038 2.936 -8.312
N -1.931 2.068 -9.319
H 0.891 3.030 -8.497
H -0.300 2.369 -7.521
H -2.359 2.289 -8.427
H -2.508 1.696 -10.047
C 0.576 3.134 -4.111
O -0.509 2.544 -3.952
N 1.573 2.624 -4.856
N 0.794 4.328 -3.535
H 1.224 1.916 -5.481
H 2.429 3.170 -4.999
H 1.675 4.790 -3.669
H 0.137 4.589 -2.827
C 0.715 -3.074 -3.029
O 0.956 -2.395 -4.015
N -0.489 -3.707 -2.832
N 1.597 -3.238 -2.012
H -0.689 -4.223 -1.990
H -1.167 -3.597 -3.574
H 2.554 -2.856 -2.235
H 1.369 -3.604 -1.122
C -1.347 -4.663 0.804
O -0.926 -5.681 1.250
N -0.430 -3.704 0.504
N -2.590 -4.397 0.501
H -0.809 -2.751 0.340
H 0.372 -3.592 1.136
H -2.901 -3.397 0.508
H -3.180 -5.018 0.965
C 0.523 -0.340 -6.326
O 0.905 0.673 -6.924
N -0.579 -0.264 -5.433
N 1.110 -1.522 -6.658
H -1.229 -1.029 -5.442
H -0.886 0.718 -5.240
H 0.954 -2.281 -6.059
H 1.992 -1.425 -7.086
C -3.390 0.367 -6.342
O -3.456 1.601 -6.638
N -3.081 -0.546 -7.296
N -3.616 -0.149 -5.108
H -2.694 -1.428 -7.082
H -2.659 -0.056 -8.121
H -3.739 -1.132 -4.907
H -4.054 0.450 -4.403
C -0.171 0.400 -0.987
O -0.240 1.666 -0.918
N -0.914 -0.263 -1.888
N 0.457 -0.364 -0.058
H -0.993 0.193 -2.783
H -0.737 -1.237 -1.903
H 1.046 0.223 0.592
H 1.032 -1.128 -0.443
```

HOMO-LUMO gap = 8.87 eV
energy above the lowest of the compared OMol25 structures with the same formula, charge and spin = 2.322 eV
HOMO level = -9.092 eV

Atom charges from the Löwdin analysis, given in e for atoms 1 to 99: C -0.701; O 0.036; N 0.158; N 0.153; H 0.103; H 0.057; H 0.031; H 0.100; C -0.632; O -0.033; N 0.190; N 0.178; H 0.113; H 0.103; H 0.095; H 0.034; C -0.640; O -0.025; N 0.183; N 0.192; H 0.105; H 0.073; H 0.048; H 0.056; C -0.662; O 0.016; N 0.140; N 0.153; H 0.115; H 0.115; H 0.099; H 0.118; C -0.666; O -0.031; N 0.197; N 0.196; H 0.071; H 0.050; H 0.071; H 0.095; C -0.650; O 0.006; N 0.178; N 0.156; H 0.088; H 0.080; H 0.069; H 0.070; C -0.723; O 0.057; N 0.138; N 0.176; H 0.038; H 0.121; H 0.083; H 0.060; C -0.661; O -0.055; N 0.202; N 0.189; H 0.078; H 0.094; H 0.044; H 0.126; C -0.651; O -0.024; N 0.161; N 0.154; H 0.050; H 0.064; H 0.133; H 0.117; C -0.665; O 0.001; N 0.149; N 0.179; H 0.110; H 0.058; H 0.069; H 0.049; C -0.712; O 0.013; N 0.148; N 0.166; H 0.113; H 0.109; H 0.111; H 0.058; C -0.584; O -0.064; N 0.177; N 0.163; H 0.069; H 0.116; H 0.082; H 0.136; C -0.575; O -0.038; N 0.161

***

The following is a DFT calculation (the ωB97M-V functional and the def2-TZVPD basis) of C32H45NO8PReS as an isolated structure.

Geometry as XYZ:
```
89
C32H45NO8PReS the ωB97M-V functional and the def2-TZVPD basis
Re 0.023 -0.373 -0.350
O 4.014 -1.681 -0.231
C 2.833 -1.848 -0.399
O 1.952 -0.882 -0.215
C 2.259 -3.182 -0.810
C 2.011 -3.256 -2.332
C 1.438 -4.624 -2.719
C -0.081 -4.403 -2.540
C -0.174 -2.934 -2.147
O 0.964 -2.341 -2.675
C 0.931 -3.487 -0.113
C 1.090 -3.372 1.408
O 1.680 -4.220 1.981
O -0.203 -1.119 1.475
H 2.985 -3.950 -0.548
H 2.904 -2.961 -2.874
H 1.683 -4.858 -3.752
H 1.833 -5.424 -2.092
H -0.614 -4.525 -3.480
H -0.549 -5.060 -1.806
H -1.064 -2.413 -2.482
H 0.737 -4.554 -0.221
C 2.390 4.973 -0.110
C 2.079 3.498 0.174
C 2.047 3.267 1.694
C 3.199 2.593 -0.384
P 0.436 2.947 -0.517
N 0.477 1.333 -0.459
C -1.011 3.476 0.534
C -0.968 4.974 0.867
C -1.050 2.651 1.837
C -2.304 3.153 -0.234
C 0.226 3.406 -2.320
C 1.558 3.141 -3.040
C -0.818 2.497 -2.990
C -0.167 4.881 -2.490
H 3.339 5.222 0.373
H 1.634 5.651 0.285
H 2.508 5.174 -1.172
H 3.064 3.394 2.069
H 1.719 2.257 1.944
H 1.417 3.983 2.216
H 4.061 2.692 0.279
H 3.522 2.884 -1.378
H 2.915 1.538 -0.405
H -0.136 5.229 1.522
H -1.889 5.234 1.395
H -0.913 5.603 -0.020
H -0.345 3.005 2.584
H -0.875 1.590 1.666
H -2.052 2.756 2.259
H -2.448 3.794 -1.100
H -3.139 3.336 0.445
H -2.358 2.110 -0.550
H 1.919 2.125 -2.872
H 2.336 3.846 -2.760
H 1.382 3.260 -4.111
H -0.625 1.442 -2.806
H -0.742 2.661 -4.067
H -1.839 2.713 -2.698
H 0.512 5.565 -1.983
H -1.179 5.082 -2.144
H -0.135 5.122 -3.556
O -0.154 -2.748 -0.679
S -1.725 -4.834 1.367
C 0.601 -1.958 2.210
C -0.158 -2.554 3.312
C 0.446 -2.947 4.462
C 1.813 -2.671 4.618
C 2.538 -1.863 3.724
C 1.929 -1.438 2.589
C -3.272 -4.166 1.166
C -4.405 -5.017 1.094
C -5.659 -4.485 0.902
C -5.813 -3.104 0.759
C -4.715 -2.250 0.837
C -3.456 -2.769 1.051
H -1.216 -2.695 3.133
H -0.109 -3.433 5.252
H 2.315 -3.032 5.510
H 3.550 -1.564 3.958
H 2.426 -0.774 1.894
H -4.260 -6.085 1.191
H -6.523 -5.135 0.853
H -6.799 -2.693 0.582
H -4.843 -1.185 0.713
H -2.594 -2.121 1.123
O -1.574 -0.419 -1.027
O -2.740 -0.657 -1.654
```

HOMO-LUMO gap (spin up / spin down) = 5.30 / 5.26 eV
2S+1 = 2
energy above the lowest of the compared OMol25 structures with the same formula, charge and spin = 3.770 eV
HOMO level (spin up / spin down) = -10.232 / -10.232 eV
total charge = +1

For each atom in turn, the Löwdin charge in e is: Re 1.711; O 0.127; C -0.557; O -0.244; C -0.093; C -0.217; C -0.074; C -0.060; C -0.297; O -0.018; C -0.219; C -0.222; O 0.183; O -0.284; H 0.174; H 0.172; H 0.124; H 0.127; H 0.131; H 0.119; H 0.152; H 0.137; C -0.064; C -0.594; C -0.083; C -0.071; P 1.010; N -0.365; C -0.591; C -0.063; C -0.077; C -0.072; C -0.593; C -0.079; C -0.074; C -0.065; H 0.100; H 0.072; H 0.066; H 0.094; H 0.077; H 0.066; H 0.094; H 0.068; H 0.062; H 0.067; H 0.100; H 0.070; H 0.065; H 0.051; H 0.094; H 0.066; H 0.097; H 0.074; H 0.088; H 0.065; H 0.096; H 0.059; H 0.097; H 0.068; H 0.069; H 0.069; H 0.100; O -0.159; S 0.854; C -0.435; C 0.048; C -0.009; C 0.053; C -0.006; C 0.078; C -0.683; C -0.103; C -0.066; C -0.043; C -0.060; C -0.094; H 0.110; H 0.129; H 0.133; H 0.130; H 0.126; H 0.101; H 0.112; H 0.113; H 0.112; H 0.081; O -0.519; O -0.190

***

Question: Look up the energy above the lowest of the compared OMol25 structures with the same formula, charge and spin of the second one.
Answer: 3.770 eV

***

Question: Which of these has the highest energy above the lowest of the compared OMol25 structures with the same formula, charge and spin?
Answer: C32H45NO8PReS